1.
Molecular formula: C4H15N3O
Method: DFT, wB97M-V/def2-TZVPD

Each line ends with the natural charge from an NBO analysis.
Cartesian coordinates (Å):
C 1.18 -0.41 1.37  -0.20
C 0.30 0.22 0.28  -0.45
C 1.07 0.17 -1.05  0.25
C 1.28 -1.02 -1.63  -0.24
N 1.91 -1.04 -3.00  -0.68
N 1.69 1.34 -1.36  -0.77
N 0.36 -1.10 2.49  -0.69
H 1.74 -1.26 1.00  0.23
H 1.86 0.31 1.82  0.25
H 0.22 1.27 0.50  0.25
H -0.64 -0.32 0.20  0.26
H 0.82 -1.95 -1.35  0.24
H 2.93 -1.13 -3.00  0.45
H 1.52 -1.74 -3.64  0.46
H 1.55 -0.23 -3.46  0.44
H 2.20 1.57 -2.19  0.42
H 1.44 2.15 -0.82  0.42
H -0.60 -0.76 2.57  0.46
H 0.74 -0.88 3.42  0.46
H 0.50 -2.11 2.44  0.46
H -6.01 1.93 2.96  0.48
H -6.74 0.97 1.83  0.49
O -6.43 1.82 2.12  -0.97

Its total charge is +2. The orbital gap is 0.311 Eh. The HOMO energy is -15.01 eV. As for the energy relative to the best compared isomer or geometry (same formula, charge and spin): 223.8 kJ/mol.

=====

2.
Molecular formula: C11H16CeClO2P
Method: DFT, wB97M-V/def2-TZVPD

Each line ends with the Mulliken charge.
Cartesian coordinates (Å):
Cl -3.09 -1.66 1.22  -0.24
C -0.42 -2.32 -1.79  -0.57
C 0.24 -1.08 -2.09  -0.37
C -0.77 -0.05 -2.23  -0.61
H 1.31 -0.92 -2.13  0.58
C -2.06 -0.65 -2.01  0.72
C -1.84 -2.07 -1.72  -0.52
H -2.64 -2.73 -1.35  0.60
H 0.04 -3.27 -1.52  0.63
H -0.62 1.03 -2.38  0.57
C -3.38 0.06 -1.91  -1.13
Ce -0.94 -0.87 0.11  0.01
C -1.62 1.06 1.45  0.43
O -2.06 1.96 2.06  -0.11
C -0.06 -1.99 2.07  0.56
O 0.09 -2.62 3.04  -0.13
H -3.32 1.10 -1.55  0.32
H -4.12 -0.45 -1.26  0.36
H -3.83 0.11 -2.91  0.39
C 3.62 0.70 1.05  -1.32
P 1.79 0.44 0.86  0.66
C 1.44 0.85 2.63  -1.16
C 1.55 1.89 -0.27  -1.05
H 4.01 -0.05 1.76  0.39
H 3.82 1.72 1.44  0.42
H 4.12 0.57 0.06  0.40
H 2.14 1.62 3.01  0.40
H 0.39 1.12 2.84  0.26
H 1.65 -0.07 3.20  0.41
H 2.22 2.74 -0.03  0.43
H 1.83 1.57 -1.29  0.36
H 0.52 2.25 -0.36  0.32

Its total charge is +2. The orbital gap is 0.267 Eh. The HOMO energy is -16.88 eV.

=====

3.
Molecular formula: C24H43FInP2
Method: DFT, wB97M-V/def2-TZVPD

Each line ends with the Mulliken charge.
Cartesian coordinates (Å):
In 0.27 -1.67 -4.83  0.75
C -0.57 -2.44 1.07  0.60
C 0.79 -2.66 0.77  0.76
C 0.67 -0.91 2.25  0.33
C -0.65 -1.35 1.98  0.73
C 1.57 -1.71 1.50  0.55
C -1.73 -3.26 0.64  -1.64
H -1.49 -3.86 -0.24  0.40
H -2.62 -2.65 0.41  0.40
H -2.00 -3.96 1.46  0.38
C -1.88 -0.85 2.65  -1.36
H -2.64 -1.64 2.68  0.40
H -2.33 0.02 2.14  0.29
H -1.67 -0.53 3.69  0.39
C 1.03 0.19 3.17  -1.42
H 0.47 0.13 4.12  0.40
H 0.82 1.18 2.73  0.25
H 2.11 0.16 3.39  0.42
C 3.04 -1.57 1.48  -1.45
H 3.51 -2.17 2.28  0.32
H 3.33 -0.52 1.63  0.38
H 3.44 -1.92 0.52  0.39
C 1.35 -3.70 -0.12  -1.66
H 1.73 -4.55 0.46  0.35
H 2.18 -3.30 -0.72  0.38
H 0.58 -4.07 -0.80  0.38
C -1.43 1.10 -6.52  -0.24
C -1.57 -0.23 -6.30  -0.43
C -1.01 -1.28 -7.25  -0.64
C 0.55 -1.18 -7.55  -1.15
C 1.33 -0.54 -6.36  -0.28
C 1.17 0.77 -5.86  0.21
C 0.96 1.84 -6.87  -0.88
C -0.46 1.73 -7.47  -0.73
H -1.58 -1.34 -8.19  0.39
H 0.75 -0.76 -8.55  0.40
H -1.16 -2.23 -6.68  0.22
H -0.36 1.13 -8.38  0.30
H -2.16 1.85 -6.14  0.36
H -2.48 -0.52 -5.70  0.59
H -0.84 2.72 -7.74  0.47
H 1.16 2.84 -6.48  0.39
H 1.68 1.00 -4.93  -0.32
H 1.64 1.74 -7.73  0.32
H 0.95 -2.20 -7.63  0.49
H 2.41 -0.81 -6.17  0.63
P -2.48 1.25 -2.00  0.20
P 1.54 1.76 -2.02  0.64
C -1.21 2.04 -3.25  0.28
C 0.06 2.76 -2.73  -1.35
H -1.79 2.84 -3.76  0.47
H -0.91 1.32 -4.05  -0.54
H 0.51 3.40 -3.51  0.38
H -0.24 3.38 -1.88  0.58
C 1.86 2.80 -0.58  -1.37
H 2.74 2.41 -0.04  0.38
H 1.00 2.76 0.09  0.35
H 2.06 3.83 -0.89  0.39
C 3.00 2.41 -2.96  -1.32
H 2.85 3.46 -3.26  0.37
H 3.24 1.79 -3.85  0.38
H 3.87 2.33 -2.26  0.41
C -4.06 1.73 -2.82  -1.18
H -4.79 0.96 -2.52  0.40
H -4.00 1.79 -3.92  0.27
H -4.36 2.69 -2.37  0.36
C -2.51 -0.46 -2.70  0.10
H -1.74 -1.10 -2.23  -0.02
H -2.17 -0.29 -3.73  -0.77
H -3.48 -1.01 -2.72  0.47
F 1.27 -1.19 -3.09  -0.74

Its total charge is +1. The orbital gap (spin up / spin down) is 0.128 / 0.126 Eh. The HOMO energy (spin up / spin down) is -9.01 / -9.01 eV. As for the energy relative to the best compared isomer or geometry (same formula, charge and spin): 102.4 kJ/mol.

=====

4.
Molecular formula: C4H5N3O2
Method: DFT, wB97M-V/def2-TZVPD

Each line ends with the natural charge from an NBO analysis.
Cartesian coordinates (Å):
C 2.21 1.77 0.23  -0.04
C 2.45 0.44 0.03  0.14
C 0.23 0.00 -0.03  0.27
C -0.58 -1.15 0.36  -0.73
N 0.94 2.15 0.43  -0.33
N 0.00 1.19 0.42  -0.34
N 3.29 -0.50 -0.39  0.42
O 4.45 -0.03 -0.35  -0.42
O 2.98 -1.64 -0.67  -0.38
H 3.10 2.39 0.29  0.25
H -0.69 -1.87 -0.54  0.26
H 0.13 -1.60 1.11  0.27
H -1.46 -0.84 0.91  0.22
H -0.88 1.54 0.76  0.41

Its total charge is 0. The orbital gap is 0.297 Eh. The HOMO energy is -8.76 eV. As for the energy relative to the best compared isomer or geometry (same formula, charge and spin): 958.4 kJ/mol.

=====

5.
Molecular formula: C6H20N4P
Method: DFT, wB97M-V/def2-TZVPD

Each line ends with the natural charge from an NBO analysis.
Cartesian coordinates (Å):
C 2.07 -1.48 0.02  -0.41
C 2.27 0.84 1.23  -0.41
C -2.24 1.32 0.95  -0.41
C -0.77 0.13 2.45  -0.42
C -1.68 -1.69 -1.34  -0.39
C 0.34 -0.94 -2.34  -0.45
N -0.26 2.32 -1.33  -0.96
N 1.49 -0.25 0.55  -0.78
N -1.04 0.48 1.05  -0.82
N -0.50 -0.89 -1.17  -0.79
P 0.07 0.22 -0.09  2.18
H 2.88 -1.59 0.68  0.23
H 1.35 -2.31 0.06  0.22
H 2.44 -1.52 -0.96  0.21
H 2.85 1.37 0.58  0.21
H 1.61 1.60 1.45  0.21
H 2.97 0.62 2.04  0.25
H -2.13 2.37 1.42  0.22
H -2.51 1.22 -0.07  0.23
H -3.13 0.94 1.44  0.22
H -0.44 1.14 3.06  0.20
H -1.60 -0.25 3.05  0.24
H -0.10 -0.62 2.69  0.22
H -2.47 -1.28 -1.92  0.21
H -1.39 -2.57 -1.74  0.21
H -2.21 -1.74 -0.38  0.22
H 1.00 -0.11 -2.41  0.22
H 0.77 -1.87 -2.62  0.22
H -0.16 -0.60 -3.22  0.22
H 0.46 2.83 -0.83  0.34
H 0.07 2.30 -2.30  0.35

Its total charge is +1. The orbital gap (spin up / spin down) is 0.317 / 0.317 Eh. The HOMO energy (spin up / spin down) is -12.63 / -12.63 eV. As for the energy relative to the best compared isomer or geometry (same formula, charge and spin): 315.5 kJ/mol.

=====

6.
Molecular formula: C6H12O
Method: DFT, wB97M-V/def2-TZVPD

Each line ends with the natural charge from an NBO analysis.
Cartesian coordinates (Å):
C -0.33 2.50 0.61  -0.61
C -0.85 1.19 0.03  -0.38
C 0.15 0.02 0.15  -0.34
C 1.20 0.18 -0.93  0.45
O 2.36 0.47 -0.75  -0.52
C -0.54 -1.33 -0.05  -0.39
C 0.41 -2.53 0.05  -0.61
H -1.02 3.32 0.41  0.21
H -0.22 2.42 1.70  0.21
H 0.65 2.76 0.20  0.21
H -1.78 0.90 0.53  0.21
H -1.11 1.32 -1.03  0.20
H 0.66 0.06 1.12  0.22
H 0.81 0.00 -1.96  0.10
H -1.04 -1.33 -1.02  0.20
H -1.33 -1.43 0.70  0.21
H -0.02 -3.41 -0.43  0.21
H 0.62 -2.78 1.09  0.21
H 1.37 -2.33 -0.44  0.21

Its total charge is 0. The orbital gap is 0.397 Eh. The HOMO energy is -9.69 eV. As for the energy relative to the best compared isomer or geometry (same formula, charge and spin): 40.6 kJ/mol.

=====

7.
Molecular formula: C4H7FN3O2
Method: DFT, wB97M-V/def2-TZVPD

Each line ends with the natural charge from an NBO analysis.
Cartesian coordinates (Å):
C -1.05 -1.30 0.97  -0.07
C -2.49 -2.14 2.78  0.90
C -1.51 -0.69 -0.12  0.18
C 1.04 1.81 -0.78  0.16
N -1.66 -1.56 2.15  -0.56
N 1.28 1.23 0.28  -0.05
N 1.46 1.28 -2.13  -0.71
O -3.19 -2.75 3.49  -0.46
O 2.15 0.12 0.43  -0.52
F -0.65 -0.37 -1.15  -0.39
H -0.01 -1.45 1.15  0.20
H -2.49 -0.30 -0.30  0.20
H 0.42 2.70 -0.92  0.24
H 2.11 2.01 -2.53  0.46
H 0.70 1.14 -2.65  0.44
H 1.81 0.34 -2.06  0.46
H 2.09 -0.06 1.38  0.52

Its total charge is +1. The orbital gap is 0.320 Eh. The HOMO energy is -12.54 eV. As for the energy relative to the best compared isomer or geometry (same formula, charge and spin): 22.8 kJ/mol.

=====

8.
Molecular formula: C29H26N4O7ReS4Sb
Method: DFT, wB97M-V/def2-TZVPD

Each line ends with the Mulliken charge.
Cartesian coordinates (Å):
Re -1.13 1.10 -1.00  0.87
C 3.03 -1.64 3.09  -1.01
O 2.19 -1.99 1.99  -0.26
C 2.41 -3.19 1.39  0.73
C 3.46 -4.05 1.70  -0.83
C 3.60 -5.24 1.01  -0.81
C 2.71 -5.60 0.00  -0.80
C 1.69 -4.73 -0.34  -0.57
C 1.53 -3.54 0.36  0.49
N 0.43 -2.69 0.05  0.41
C 0.54 -1.42 -0.35  0.85
N 1.70 -0.82 -0.46  0.37
C 1.93 0.48 -0.89  0.20
C 0.93 1.40 -1.20  -0.04
C 1.39 2.66 -1.65  -0.47
C 2.72 2.96 -1.75  -1.52
C 3.71 2.02 -1.44  -0.39
C 3.31 0.78 -1.01  1.15
O 4.13 -0.24 -0.66  -0.42
C 5.54 -0.04 -0.80  -1.01
N -0.59 -0.70 -0.63  0.07
C -1.85 -1.35 -0.78  -0.91
C -2.71 -1.43 0.33  0.11
C -3.94 -2.03 0.20  -0.92
C -4.30 -2.57 -1.04  -0.78
C -3.44 -2.56 -2.13  -0.74
C -2.18 -1.98 -2.00  0.90
O -1.22 -1.98 -2.93  -0.12
C -1.48 -2.65 -4.18  -1.05
H 2.64 -0.69 3.46  0.26
H 4.06 -1.52 2.77  0.38
H 2.96 -2.39 3.88  0.40
H 4.16 -3.80 2.48  0.47
H 4.41 -5.91 1.27  0.43
H 2.83 -6.53 -0.53  0.42
H 0.99 -4.98 -1.13  0.46
H -0.50 -3.09 0.05  0.30
H 2.53 -1.35 -0.23  0.36
H 0.67 3.44 -1.89  0.34
H 3.02 3.95 -2.08  0.46
H 4.75 2.28 -1.53  0.49
H 6.01 -0.97 -0.51  0.28
H 5.88 0.77 -0.15  0.39
H 5.79 0.19 -1.84  0.40
H -2.40 -0.98 1.26  0.48
H -4.62 -2.09 1.04  0.48
H -5.27 -3.03 -1.16  0.47
H -3.74 -3.02 -3.06  0.55
H -0.54 -2.61 -4.72  0.26
H -2.26 -2.13 -4.73  0.37
H -1.76 -3.69 -4.00  0.42
S -2.64 3.94 -3.26  -0.15
Sb -3.90 1.83 -3.15  0.62
S -1.08 2.89 -4.14  0.11
S -1.44 1.03 -3.27  -0.27
S -3.74 1.32 -0.92  -0.33
O -0.79 5.04 -0.58  -0.45
C -1.25 4.18 0.07  0.33
O -1.21 2.84 -0.51  -0.34
C -1.92 4.18 1.38  0.48
C -2.06 3.04 2.16  -0.13
C -2.68 3.13 3.39  -0.75
C -3.17 4.36 3.79  -0.01
C -3.05 5.51 3.03  -0.60
C -2.40 5.42 1.81  -0.64
N -3.86 4.45 5.11  0.99
O -4.34 5.52 5.40  -0.57
O -4.01 3.41 5.71  -0.58
H -1.67 2.09 1.84  0.37
H -2.80 2.27 4.04  0.52
H -3.45 6.44 3.40  0.53
H -2.27 6.29 1.19  0.51

Its total charge is +2. The orbital gap is 0.215 Eh. The HOMO energy is -13.49 eV. As for the energy relative to the best compared isomer or geometry (same formula, charge and spin): 0.0 kJ/mol.

=====

Respective energy values: -10891.854, -50483.402, -52042.451, -12785.942, -21785.597, -8463.934, -15533.426, -102779.373 eV.